Here is 3 unconnected molecules or ions with the total composition C4H15NO2S in a non-equilibrium geometry from OMol25. Energies are from ωB97M-V with the def2-TZVPD basis set.

Last column: Löwdin charge in e.
Geometry (Å):
C  0.3297  -1.4966  -1.5863  -0.072
C  -0.0733  -1.2766  -0.0849  -0.448
C  1.1422  -0.6703  0.6685  -0.258
C  0.7249  -0.3613  2.1140  -0.610
S  1.0774  1.3039  2.6031  0.675
N  -0.4186  -2.5927  0.4098  0.017
H  -0.5398  -1.8995  -2.0655  0.058
H  1.0296  -2.3906  -1.5849  0.091
H  0.7662  -0.7092  -2.1193  0.044
H  -1.0672  -0.6921  -0.0304  0.165
H  2.1557  -1.2103  0.5663  0.147
H  1.4068  0.1438  0.0971  0.052
H  -0.3974  -0.5316  2.1133  0.089
H  1.1857  -1.0085  2.8321  0.050
H  2.3996  1.5148  2.2946  -0.125
H  -1.3388  -2.8470  0.5911  0.045
H  0.3645  -3.2097  0.6380  0.094
H  -0.4007  3.7284  -0.0131  0.039
H  -1.7874  3.5897  0.6757  0.052
O  -1.3516  3.7033  -0.1895  -0.069
H  -1.1787  2.6622  -2.3660  0.058
H  -2.4270  2.3069  -2.5791  0.034
O  -1.6019  1.9429  -2.9846  -0.127

Results
calculated total energy = -20810.1301 eV
frontier orbital gap = 9.072 eV
net charge = 0
energy relative to the best compared isomer or geometry (same formula, charge and spin) = 40.2 kcal per mole
SMILES = C[C@@H](N)CCS.O.O
molecular weight = 141.24 u